Model 1:
This record from the OMol25 dataset describes a cluster of 13 separate species, C4H31NO15 in total. The level of theory is wB97M-V/def2-TZVPD.

Cartesian coordinates (Å):
C 1.52 1.03 0.44
C 2.80 0.30 0.90
C 2.52 -0.61 2.09
O 1.49 -1.25 2.04
N 0.38 0.20 0.23
C -0.83 0.72 -0.04
O -0.76 2.08 -0.34
O -1.91 0.15 -0.13
H 1.81 1.61 -0.46
H 1.25 1.71 1.27
H 3.11 -0.37 0.06
H 3.57 1.05 1.16
H 3.38 -0.77 2.74
H 0.42 -0.80 0.33
H -1.56 2.26 -0.88
H -0.87 -2.62 2.30
H -1.38 -1.74 1.25
O -1.72 -2.29 1.98
H -1.48 -1.50 -3.51
H -2.27 -1.81 -2.12
O -1.83 -2.15 -2.90
H 1.81 -3.71 -2.70
H 1.69 -2.96 -1.42
O 2.18 -2.93 -2.28
H -2.17 1.01 -2.86
H -3.51 1.41 -2.11
O -2.83 1.72 -2.72
H -0.46 -3.38 -0.72
H 0.15 -2.05 -0.97
O 0.30 -2.85 -0.44
H 1.85 0.07 4.22
H 1.96 1.48 4.21
O 2.58 0.72 4.22
H 1.68 -1.37 -4.08
H 2.28 -1.08 -2.76
O 1.76 -0.64 -3.46
H 0.78 3.79 -2.39
H 1.36 3.16 -3.54
O 0.91 2.89 -2.72
H -0.19 1.44 -2.65
H 0.06 -0.07 -2.96
O -0.54 0.54 -2.49
H -0.24 -0.14 2.62
H -1.40 0.65 3.13
O -0.58 0.23 3.43
H -3.76 -0.43 2.21
H -3.49 0.25 3.59
O -3.61 0.42 2.65
H -1.73 2.37 1.56
H -2.60 1.77 2.51
O -1.90 2.47 2.50

Properties
- molar mass (g/mol) = 333.28
- charge = 0

These are the Mulliken partial charges, in e, on atoms 1 to 6: -0.747, -0.715, -0.095, -0.478, 1.286, 0.189



Model 2:
This record from the OMol25 dataset describes a cluster of 13 separate species, C4H31NO15 in total. The level of theory is wB97M-V/def2-TZVPD.

Cartesian coordinates (Å):
C 1.73 -2.99 -2.51
N 1.14 -2.01 -1.70
C 3.10 -0.37 -2.02
C 1.69 -0.61 -1.57
C 1.52 -0.29 -0.06
O 1.56 -1.40 0.67
O 1.47 0.85 0.42
O 2.39 -2.84 -3.53
H 1.42 -4.00 -2.16
H 0.91 -2.46 -0.84
H 3.90 -0.86 -1.46
H 3.19 0.71 -1.76
H 3.44 -0.45 -3.07
H 1.15 0.05 -2.25
H 0.45 -2.78 2.79
H -3.58 0.57 -1.64
H -3.04 0.17 -0.32
O -2.78 0.20 -1.28
H 0.56 0.69 -4.80
H -0.24 1.70 -5.60
O -0.21 1.27 -4.73
H -1.51 1.41 -1.09
H -0.68 2.10 -2.12
O -0.95 2.25 -1.20
H 1.45 -1.35 1.70
H -0.28 -1.52 2.77
O 0.58 -1.86 3.09
H 0.03 4.02 -0.85
H 1.24 4.71 -0.22
O 0.30 4.78 -0.31
H -2.14 1.33 1.39
H -3.64 1.52 1.67
O -3.04 0.90 1.25
H -0.64 0.80 4.59
H 0.03 0.08 5.62
O -0.80 -0.04 5.10
H -1.88 -2.95 2.71
H -2.45 -3.95 1.66
O -1.73 -3.78 2.26
H 0.74 -1.11 -4.96
H 2.18 -1.46 -4.47
O 1.60 -0.72 -4.77
H -0.91 2.38 0.47
H 0.12 1.59 1.33
O -0.66 2.19 1.40
H -2.17 -0.76 4.12
H -2.88 -0.79 2.70
O -2.17 -1.20 3.19
H 0.83 1.63 3.27
H -0.44 2.65 3.30
O 0.11 2.00 3.81

Properties
- molar mass (g/mol) = 333.28
- charge = 0

These are the Mulliken partial charges, in e, on atoms 1 to 6: -0.045, -0.064, -1.632, 1.064, 0.375, -0.592



Among the structures above, stability is smallest for model 1.